{
  "formula": "C24H26N2O5",
  "method": "wB97M-V/def2-TZVPD",
  "symbols": ["C", "C", "O", "C", "C", "C", "C", "C", "C", "C", "C", "C", "C", "C", "C", "C", "O", "O", "C", "C", "C", "O", "N", "C", "C", "N", "C", "C", "O", "C", "C", "H", "H", "H", "H", "H", "H", "H", "H", "H", "H", "H", "H", "H", "H", "H", "H", "H", "H", "H", "H", "H", "H", "H", "H", "H", "H"],
  "coordinates": [[1.80908, -1.48086, -2.10083], [0.94997, -0.23137, -2.28911], [0.33312, 0.17984, -1.07555], [-0.75261, -0.47634, -0.60250], [-1.20628, -0.04480, 0.65546], [-2.31328, -0.60854, 1.23229], [-3.02703, -1.62398, 0.58136], [-4.20008, -2.26948, 1.11576], [-4.80615, -1.81301, 2.37709], [-5.17757, -0.48161, 2.54618], [-5.77424, -0.06901, 3.72355], [-5.99910, -0.97596, 4.74584], [-5.63628, -2.30257, 4.58231], [-5.04960, -2.72183, 3.40250], [-4.74383, -3.30313, 0.42815], [-4.22194, -3.75835, -0.84238], [-4.66616, -4.66654, -1.49840], [-3.13531, -3.07785, -1.33935], [-2.54812, -2.07210, -0.65955], [-1.42502, -1.49782, -1.25153], [1.84021, 0.91608, -2.80136], [2.64657, 0.73358, -3.68889], [1.63244, 2.10071, -2.20420], [2.45807, 3.25463, -2.46571], [3.28520, 3.69578, -1.23924], [4.20389, 2.73967, -0.66857], [5.13561, 2.13759, -1.60736], [6.22511, 1.41903, -0.80862], [5.67847, 0.44456, 0.05041], [4.76021, 1.03098, 0.94036], [3.62177, 1.71885, 0.18296], [2.52246, -1.31850, -1.29512], [2.35744, -1.66751, -3.01973], [1.19866, -2.34648, -1.85778], [0.18911, -0.40550, -3.06298], [-0.65488, 0.73461, 1.15688], [-2.63858, -0.27940, 2.20673], [-5.02025, 0.22260, 1.74190], [-6.06591, 0.96404, 3.84271], [-6.46034, -0.65027, 5.66612], [-5.81332, -3.01355, 5.37552], [-4.76151, -3.75478, 3.27404], [-5.62120, -3.81944, 0.78437], [-1.11738, -1.88766, -2.20737], [0.97703, 2.14343, -1.43847], [1.82592, 4.09342, -2.77598], [3.11622, 2.98472, -3.29380], [2.60524, 4.00988, -0.44181], [3.87134, 4.56877, -1.54636], [5.58789, 2.92747, -2.21027], [4.64682, 1.41103, -2.27531], [6.90722, 0.88993, -1.47565], [6.78674, 2.15836, -0.21722], [4.37741, 0.22221, 1.56582], [5.27275, 1.77288, 1.57159], [2.94167, 2.19098, 0.89580], [3.07230, 0.95263, -0.38470]],
  "forces_ev_per_a": [[-0.2250, 0.2147, -0.0013], [0.3896, -0.3985, -0.4156], [-0.0099, 0.0593, 0.0262], [-0.4199, -0.1049, 0.3298], [0.1915, 0.0590, -0.1190], [0.0411, -0.1137, -0.2077], [0.2157, -0.1023, -0.4434], [-0.2839, -0.5731, -0.4419], [-0.1248, 0.0050, 0.2197], [-0.0086, -0.0626, -0.0286], [-0.0183, 0.0856, 0.0072], [-0.0183, -0.0202, 0.0529], [-0.0658, -0.0012, 0.0928], [0.0703, 0.0374, -0.0831], [0.1153, 0.4072, 0.4043], [-0.3214, -0.5659, -0.2294], [0.1970, 0.3507, 0.2000], [0.0907, -0.0583, -0.2405], [0.1928, 0.6483, 0.6409], [0.0840, -0.0530, -0.1867], [-0.5254, -0.0669, 0.3307], [0.1703, -0.2393, -0.2602], [-0.1797, 0.3117, 0.2520], [0.2991, 0.1884, 0.0888], [-0.1273, -0.0216, -0.2851], [-0.0653, -0.0898, 0.0044], [0.2442, -0.1892, 0.2471], [0.0566, 0.2348, -0.3402], [-0.0100, -0.1777, -0.0654], [-0.4052, 0.1040, 0.1590], [0.3812, -0.2000, 0.2265], [0.0733, 0.0183, 0.0482], [0.0182, -0.0298, -0.0295], [-0.0385, -0.0589, 0.0189], [0.0635, 0.0902, 0.1221], [0.0684, 0.0879, 0.0638], [-0.0023, 0.0442, 0.0583], [0.0311, 0.0653, -0.0543], [-0.0323, 0.0748, 0.0047], [-0.0336, 0.0258, 0.0753], [-0.0090, -0.0560, 0.0630], [0.0338, -0.0922, -0.0152], [-0.0696, -0.0175, -0.0104], [0.0756, -0.0266, -0.1081], [0.0511, -0.1538, -0.0991], [0.1102, -0.0223, -0.0566], [-0.0959, 0.1053, 0.0358], [0.0206, 0.0909, -0.0117], [-0.1315, 0.0709, 0.0155], [0.0353, -0.0166, -0.0702], [0.0327, 0.0836, -0.0301], [-0.0031, 0.0817, 0.0157], [-0.0197, -0.0500, -0.0752], [0.0003, 0.0755, 0.0077], [-0.0633, -0.0556, -0.0206], [-0.0434, -0.0353, 0.0024], [-0.0023, 0.0319, 0.1154]],
  "lowdin_charge": [-0.0008, -0.2641, -0.0302, -0.2397, 0.0090, -0.0030, -0.0981, -0.1099, -0.1890, -0.0396, -0.0741, -0.0836, -0.0742, -0.0231, 0.0799, -0.4389, 0.1166, 0.1340, -0.1701, 0.0811, -0.4624, 0.0660, 0.0834, -0.1471, -0.1751, -0.1662, -0.1558, -0.1927, -0.1297, -0.1970, -0.1633, 0.0890, 0.0899, 0.0782, 0.1580, 0.1180, 0.1164, 0.1224, 0.1048, 0.1029, 0.1049, 0.1193, 0.1331, 0.1257, 0.1411, 0.1207, 0.1146, 0.1167, 0.1192, 0.1307, 0.1184, 0.1255, 0.1254, 0.1244, 0.1259, 0.1262, 0.1063],
  "multiplicity": 1,
  "homo_energy_ev": -8.49,
  "smiles": "C[C@@H](Oc1ccc2c(-c3ccccc3)cc(=O)oc2c1)C(=O)NCCN1CCOCC1",
  "lumo_ev": -0.12,
  "charge": 0
}